ORCA calculation (ωB97M-V/def2-TZVPD) on C22H41BrLuNP3Se as an isolated structure in a non-equilibrium geometry.

For the max |F|, the calculation gives 3.460 eV/A. Its total charge is +3. The energy above the lowest of the compared OMol25 structures with the same formula, charge and spin is 0.205 eV. For the HOMO energy, the calculation gives -16.55 eV. The HOMO-LUMO gap comes out at 6.656 eV.

The geometry in XYZ format:
```
70
Properties=species:S:1:pos:R:3:mulliken_charge:R:1
H -0.730 3.219 3.695 0.58
C -3.327 -0.274 -0.929 -1.23
H -2.024 2.446 2.725 0.28
Se 0.068 1.152 -1.678 -0.01
H 1.885 1.088 3.654 0.28
H 1.467 2.473 -3.850 0.37
P -2.571 0.549 0.532 1.04
C -0.576 -2.793 2.299 -0.17
H 1.811 2.041 -6.323 0.40
Br -1.253 -5.473 2.919 -0.07
N -0.208 -1.489 2.594 0.14
H -1.284 -0.821 -3.651 0.34
H 2.627 2.025 -0.878 0.11
C -0.633 -0.193 -4.244 -0.07
H -2.371 2.564 -0.878 0.26
C -0.430 -3.369 -2.484 -0.09
H 4.112 -0.971 -1.198 0.49
C 0.358 3.404 1.117 -1.46
H -0.550 3.587 0.523 0.29
H -4.024 -0.712 1.994 0.42
H -3.655 0.872 2.702 0.37
H 0.633 0.026 -7.374 0.41
H -2.934 0.163 -1.857 0.31
C -0.120 -1.976 4.921 -1.26
C 0.966 1.645 -4.373 -0.53
C -3.899 0.351 1.771 -1.38
H -3.100 -1.350 -0.929 0.38
H 0.210 -0.331 -1.913 -0.02
H 0.073 -1.623 5.938 0.49
P 2.519 -0.083 0.392 0.72
H 0.258 -0.044 4.027 0.47
C 1.689 2.005 3.093 -1.23
C -0.487 -3.306 4.664 0.00
H -1.315 -3.035 -4.414 0.33
H -0.037 -4.312 -4.409 0.26
C 0.093 0.842 -3.644 0.66
H -2.618 3.026 0.831 0.43
H 4.755 -0.710 1.137 0.48
H -4.417 -0.138 -0.884 0.45
H 3.484 -1.587 2.023 0.38
H 2.525 -0.683 -1.984 0.26
H -0.745 -3.071 1.229 0.78
H 0.474 4.199 1.879 0.48
C 3.771 -0.612 1.613 -1.29
H 1.476 2.819 3.801 0.53
H 3.838 0.102 2.440 0.38
H -3.991 2.422 -0.137 0.53
C 3.257 1.536 -0.123 -1.14
C -0.395 -0.502 -5.580 -0.74
H -0.590 -4.034 5.458 0.53
C -0.722 -3.692 3.346 -0.59
H 0.347 -3.882 -1.883 0.19
H -1.165 -2.763 -1.923 0.05
C -1.057 2.283 3.214 -1.10
C -0.006 -1.091 3.877 -0.03
H -4.851 0.736 1.382 0.50
H 1.231 3.396 0.447 0.31
H -1.171 1.499 3.971 0.36
H 3.402 2.220 0.724 0.40
C 0.485 0.289 -6.328 -0.58
H -0.876 -1.376 -6.027 0.41
H 2.585 2.257 2.517 0.42
C 3.024 -1.064 -1.083 -1.21
H 4.237 1.332 -0.581 0.53
H 2.766 -2.122 -0.951 0.40
C -0.589 -3.573 -3.798 -0.63
P 0.231 1.765 2.001 0.81
C -2.909 2.311 0.048 -1.35
Lu -0.176 -0.973 0.544 0.83
C 1.149 1.382 -5.737 -0.67
```